DFT (ωB97M-V/def2-TZVPD) results for a structure of composition C8H2B3Cl32I2O6P in a non-equilibrium geometry.

The geometry in XYZ format:
```
54
Properties=species:S:1:pos:R:3
I 6.482 0.707 -1.081
I 2.792 -1.909 2.284
Cl -2.234 -4.401 0.926
Cl -4.730 5.012 -6.549
Cl -5.261 3.431 -4.198
Cl 2.692 -5.208 -4.319
Cl -3.097 3.864 -1.237
Cl -4.887 1.018 3.260
Cl -2.194 2.618 1.207
Cl 2.544 -4.872 -7.175
Cl -0.016 -2.828 -0.016
Cl -0.379 -0.729 -2.835
Cl -0.760 0.153 3.226
Cl 2.252 -7.495 -6.016
Cl -1.585 -1.234 -5.406
Cl 4.752 2.270 4.100
Cl -3.507 5.717 -4.036
Cl -0.324 -0.678 5.954
Cl -0.268 -2.615 3.819
Cl 2.545 2.965 5.812
Cl -7.660 0.553 2.652
Cl -2.769 -1.399 4.598
Cl -4.739 1.889 0.097
Cl -2.658 3.344 -5.431
Cl 3.849 0.411 6.100
Cl -0.610 -5.357 -1.259
Cl 0.321 -3.104 -4.301
Cl 0.470 -5.282 1.415
Cl -2.317 1.095 -1.235
Cl 5.216 2.827 6.894
Cl -6.270 -1.203 4.469
Cl -2.303 -2.848 -3.130
Cl 4.822 -6.190 -5.995
Cl -6.900 1.494 5.270
P 2.145 2.910 -0.315
O 2.454 2.311 -1.778
O 5.019 0.043 1.535
O 4.666 2.267 0.842
O 0.619 2.556 -0.022
O 2.911 1.119 1.927
O 2.414 4.343 -0.219
C -1.034 -1.137 4.405
C 4.092 2.122 5.732
C -0.988 -1.983 -3.927
C -0.600 -4.468 0.265
C -4.041 4.376 -5.054
C -6.425 0.467 3.916
C -3.094 2.380 -0.293
C 3.080 -5.944 -5.880
B 3.310 2.013 0.954
B 3.688 -0.022 1.883
B 5.308 1.062 0.652
H 0.230 2.068 -0.758
H 2.975 1.502 -1.730
```

Frontier orbital gap ... 9.5 eV
Charge ... 0
E_tot ... -448858.167 eV

natural (NBO) atomic charge list, values in e, 2 entries: -0.0056, -0.0073

DFT (ωB97M-V/def2-TZVPD) results for a cluster of 7 separate species, C8H30O7 in total in a non-equilibrium geometry.

The geometry in XYZ format:
```
45
Properties=species:S:1:pos:R:3
O 1.767 -0.931 -4.254
O -3.346 -0.023 -4.033
O 1.711 -0.381 -1.537
O -0.271 -0.445 2.382
O 1.261 1.946 2.974
O -2.537 0.168 0.753
O 3.998 -0.651 0.255
C -2.882 0.805 -3.001
C 0.628 0.303 -1.064
C 1.174 0.095 -4.941
C 0.723 -2.464 3.412
C -3.957 0.115 1.011
C 3.615 -0.558 1.627
C -0.369 -1.856 2.562
C 0.557 2.848 2.183
H -0.391 -2.340 1.585
H -4.311 0.991 1.556
H 1.711 -2.383 2.958
H -0.514 2.652 2.135
H 0.753 3.800 2.677
H 0.996 1.134 -0.463
H 2.402 -0.406 -0.872
H 4.225 0.184 2.142
H 1.002 2.885 1.189
H 4.885 -1.018 0.258
H -4.190 0.298 -4.360
H 1.671 1.046 -4.747
H -2.139 0.198 -2.485
H -4.522 -0.118 0.108
H 1.788 -0.773 -3.307
H -3.715 1.208 -2.425
H -1.120 -0.335 1.948
H 0.215 0.114 -4.424
H 0.116 -0.324 -0.334
H 1.059 -0.115 -6.004
H 2.557 -0.299 1.655
H -2.429 1.030 0.346
H -0.149 0.606 -1.767
H 0.830 1.096 2.859
H -2.392 1.690 -3.408
H 3.771 -1.506 2.142
H 0.593 -3.514 3.677
H 0.746 -1.939 4.367
H -1.324 -2.084 3.035
H -4.195 -0.749 1.632
```

Frontier orbital gap ... 9.4 eV
Relative energy (zero: lowest compared OMol25 entry of this formula, charge and spin) ... 71.7 kcal/mol
Charge ... 0
E_tot ... -23111.572 eV
SMILES string ... CCO.CO.CO.CO.CO.CO.CO

natural (NBO) atomic charge list, values in e, 2 entries: -0.7589, -0.7167

DFT (ωB97M-V/def2-TZVPD) results for a cluster of 7 separate species, C8H31NO7 in total in a non-equilibrium geometry.

The geometry in XYZ format:
```
47
Properties=species:S:1:pos:R:3
O -1.008 0.662 1.137
O -0.018 0.159 -2.745
O 2.765 -0.427 -3.470
O 1.062 -0.268 -0.369
O -0.098 -2.624 0.205
O -1.483 -2.283 -2.464
O -0.744 -1.990 2.672
N 1.304 2.042 1.069
C 0.611 3.548 2.896
C 0.279 -3.969 0.063
C 0.451 2.167 2.270
C 1.780 -4.116 -0.199
C -2.278 0.351 0.580
C -0.895 1.188 -3.001
C -0.982 1.863 1.871
C -0.620 2.476 -2.215
H -0.038 -4.524 0.959
H 2.043 -3.747 -1.189
H 2.098 -5.160 -0.148
H 0.773 1.414 2.999
H -1.283 -2.571 3.233
H 3.192 -0.143 -2.658
H 2.277 -3.540 0.586
H 1.027 2.706 0.348
H -1.117 -1.422 -2.744
H -2.212 -0.531 -0.053
H -1.704 1.902 2.694
H 0.596 -1.128 -0.175
H -3.034 0.225 1.361
H -0.879 2.312 -1.162
H 1.815 -0.255 -3.320
H -0.220 -4.426 -0.803
H 2.232 2.366 1.327
H 0.875 0.410 0.341
H 0.705 0.047 -1.278
H -0.737 -2.298 1.674
H -2.585 1.197 -0.044
H -0.049 3.641 3.761
H -1.305 3.260 -2.563
H 0.382 2.889 -2.342
H -1.318 2.653 1.178
H 1.635 3.781 3.180
H -1.953 0.905 -2.839
H 0.181 -1.994 2.972
H -0.841 1.463 -4.071
H 0.315 4.267 2.127
H -0.999 -2.479 -1.652
```

Frontier orbital gap ... 6.1 eV
Relative energy (zero: lowest compared OMol25 entry of this formula, charge and spin) ... 68.6 kcal/mol
Charge ... 0
E_tot ... -24617.846 eV

natural (NBO) atomic charge list, values in e, 2 entries: -0.5715, -0.9835

DFT (ωB97M-V/def2-TZVPD) results for a cluster of 8 separate species, C8H31NO9 in total in a non-equilibrium geometry.

The geometry in XYZ format:
```
49
Properties=species:S:1:pos:R:3
O 0.230 -0.149 3.190
O 5.749 -1.241 -1.336
O 0.987 0.553 -3.795
O 2.034 2.677 -0.450
O 5.137 0.682 -0.525
O -3.174 0.243 1.393
O -2.619 -1.749 -0.574
O -0.388 -2.581 2.144
O -0.497 -0.760 -1.779
N 4.935 -0.360 -1.181
C 1.865 3.985 0.129
C -0.651 0.083 4.229
C 0.426 1.830 -3.879
C 0.179 -3.133 0.931
C -2.700 1.557 1.101
C 3.568 -0.573 -1.733
C -0.150 0.033 -0.664
C -3.610 -2.683 -0.366
H 2.773 4.574 0.264
H -1.272 -1.319 -1.688
H -0.656 1.695 -3.882
H 0.570 0.146 -3.032
H 2.249 2.055 0.250
H -0.555 -3.329 0.150
H -1.812 1.695 1.718
H -3.755 -3.211 -1.308
H -3.902 0.347 2.009
H 2.899 0.210 -1.378
H -0.367 1.087 -0.840
H -0.783 -3.301 2.640
H 0.708 -4.051 1.186
H -3.340 -3.377 0.430
H -4.537 -2.183 -0.083
H 0.924 -0.078 -0.515
H 1.166 4.592 -0.445
H -0.690 -0.278 0.230
H 0.863 -2.425 0.462
H -0.500 -0.699 4.973
H 1.237 3.963 1.020
H 0.029 -1.019 2.837
H 0.603 2.333 -2.928
H -2.315 1.687 0.090
H 3.126 -1.486 -1.333
H -1.657 -0.053 3.832
H 3.633 -0.653 -2.818
H 0.732 2.345 -4.789
H -2.724 -1.068 0.094
H -0.534 1.053 4.713
H -3.436 2.334 1.305
```

Frontier orbital gap ... 9.6 eV
Relative energy (zero: lowest compared OMol25 entry of this formula, charge and spin) ... 100.4 kcal/mol
Charge ... 0
E_tot ... -28710.110 eV
SMILES string ... C[N+](=O)[O-].CO.CO.CO.CO.CO.CO.CO

natural (NBO) atomic charge list, values in e, 2 entries: -0.7549, -0.3617

DFT (ωB97M-V/def2-TZVPD) results for a structure of composition C8H32BrN16O8Y in a non-equilibrium geometry.

The geometry in XYZ format:
```
66
Properties=species:S:1:pos:R:3
Y -0.103 -0.541 0.229
Br 0.288 -2.992 1.750
O 1.663 -1.800 -1.018
O -1.009 -2.039 -1.403
O 0.896 0.679 -1.713
O -0.327 0.118 2.449
O -1.769 0.603 -1.142
O -2.344 -1.013 1.028
O 2.044 0.123 0.919
O 0.136 1.902 0.545
N 2.421 2.137 -2.526
N -3.064 1.708 -2.639
N -0.452 3.769 1.664
N -4.489 -0.727 1.809
N -0.486 -4.184 -1.852
N 0.717 1.375 -3.886
N -2.885 2.499 -0.500
N 3.570 -2.908 -1.515
N -3.194 -2.484 2.509
N -1.366 1.281 4.109
N -1.088 -2.778 -3.549
N 0.287 -0.206 4.609
N 2.956 -1.115 2.592
N 3.825 0.920 2.068
N 0.637 3.943 -0.333
N 2.462 -1.792 -3.178
C 0.191 3.127 0.656
C -3.308 -1.410 1.696
C -0.930 -2.983 -2.204
C 2.505 -2.132 -1.846
C 1.329 1.331 -2.654
C 2.887 -0.018 1.814
C -2.504 1.560 -1.410
C -0.470 0.370 3.646
H -2.428 -3.129 2.387
H 2.946 -2.398 -3.813
H 2.881 2.209 -1.638
H -5.194 -0.975 2.472
H -0.954 -3.489 -4.242
H -0.144 -4.239 -0.897
H 2.258 -1.849 2.506
H 0.518 4.939 -0.299
H -2.680 2.477 0.478
H -1.300 -1.867 -3.909
H -2.007 1.697 3.461
H -3.286 3.359 -0.828
H 3.891 1.791 1.576
H 2.751 2.672 -3.309
H 1.613 -1.348 -3.480
H -0.329 4.753 1.821
H 0.099 0.616 -4.103
H 3.615 -3.356 -0.616
H 3.562 -1.177 3.390
H -0.290 -4.939 -2.479
H 1.070 -0.731 4.251
H -3.734 2.453 -2.670
H 4.576 0.739 2.709
H -3.796 -2.546 3.306
H 4.114 -3.328 -2.245
H -4.370 0.221 1.486
H 0.266 0.083 5.566
H 1.308 1.768 -4.600
H -1.558 1.358 5.090
H -2.753 1.124 -3.387
H 1.173 3.579 -1.099
H -0.844 3.210 2.393
```

Frontier orbital gap ... 8.8 eV
Relative energy (zero: lowest compared OMol25 entry of this formula, charge and spin) ... 6.2 kcal/mol
Charge ... +2
E_tot ... -120126.834 eV

natural (NBO) atomic charge list, values in e, 2 entries: 1.8791, -0.6820